Molecular formula: C13H21AsBrF6N3PdSSbSe
Method: DFT, ωB97M-V/def2-TZVPD

## Properties
- HOMO level (spin up / spin down) (Eh) = -0.5483 / -0.5486
- orbital gap (spin up / spin down) (eV) = 5.20 / 6.24
- E_LUMO (spin up / spin down) (Ha) = -0.357 / -0.319
- energy above the lowest of the compared OMol25 structures with the same formula, charge and spin (kcal per mole) = 29.5
- <S²> = 1.10

```
! RIJCOSX wB97M-V def2-TZVPD def2/J DEFGRID3
* xyz 2 2
Pd 0.33 0.11 -0.94
C 2.84 -4.30 -0.62
N 3.16 -3.18 0.25
C 3.76 -3.27 1.47
C 3.93 -2.00 1.93
N 3.42 -1.15 0.99
C 3.50 0.30 1.08
C 2.94 -1.88 -0.04
Se 2.16 -1.29 -1.65
H 2.90 -5.23 -0.06
H 3.54 -4.35 -1.45
H 1.84 -4.19 -1.03
H 4.03 -4.21 1.92
H 4.38 -1.64 2.84
H 3.20 0.61 2.08
H 2.85 0.77 0.35
H 4.52 0.63 0.90
Br -6.06 -1.64 -2.56
C -4.24 -1.35 -2.22
C -3.61 -2.01 -1.17
C -2.27 -1.76 -0.93
N -1.57 -0.91 -1.68
C -2.16 -0.29 -2.71
C -3.50 -0.48 -3.01
H -4.15 -2.72 -0.55
H -1.76 -2.24 -0.11
H -1.56 0.36 -3.33
H -3.94 0.04 -3.84
C -2.97 1.74 1.07
As -1.23 1.60 1.89
C -1.59 1.48 3.78
C -0.09 3.15 1.66
S -0.26 -0.27 1.39
H -3.35 2.74 1.26
H -3.62 1.01 1.56
H -2.94 1.56 0.00
H -2.07 2.41 4.09
H -0.67 1.34 4.34
H -2.26 0.64 3.98
H -0.72 4.01 1.45
H 0.61 3.01 0.84
H 0.45 3.31 2.60
F 0.48 1.13 -3.10
Sb 0.33 2.98 -2.40
F -1.21 3.24 -3.42
F -0.95 2.09 -1.09
F 0.22 4.48 -1.31
F 1.58 2.17 -1.06
F 1.77 3.46 -3.45
*
```

The molecule's Löwdin atomic charges, reported in e, are given here: 0.57 0.00 -0.10 0.03 0.03 -0.09 0.00 -0.60 0.98 0.11 0.11 0.08 0.15 0.15 0.11 0.03 0.12 0.86 -0.66 -0.08 -0.15 -0.03 -0.11 -0.06 0.12 0.09 0.10 0.12 -0.22 0.82 -0.23 -0.22 0.24 0.06 0.05 0.02 0.06 0.05 0.05 0.06 0.00 0.05 -0.42 1.52 -0.30 -0.44 -0.30 -0.43 -0.29

Molecular formula: C3H5FN3
Method: DFT, ωB97M-V/def2-TZVPD

## Properties
- HOMO level (Eh) = -0.5663
- orbital gap (eV) = 10.49
- E_LUMO (Ha) = -0.181
- energy above the lowest of the compared OMol25 structures with the same formula, charge and spin (kcal per mole) = 6.2

```
! RIJCOSX wB97M-V def2-TZVPD def2/J DEFGRID3
* xyz 1 1
C 0.40 1.46 -0.04
C 0.88 -0.82 -0.35
C -1.26 -0.07 0.45
N -0.73 1.22 0.45
N 1.25 0.44 -0.52
N -0.27 -1.12 0.18
F -2.24 -0.18 -0.48
H 0.78 2.47 -0.09
H 1.56 -1.62 -0.64
H -1.94 -0.36 1.68
H 2.14 0.67 -0.94
H -0.56 -2.08 0.31
*
```

The molecule's Löwdin atomic charges, reported in e, are given here: -0.09 -0.03 -0.39 0.16 0.15 0.18 0.07 0.15 0.18 0.26 0.18 0.18

Molecular formula: C5H14N2O
Method: DFT, ωB97M-V/def2-TZVPD

## Properties
- HOMO level (spin up / spin down) (Eh) = -0.5382 / -0.5323
- orbital gap (spin up / spin down) (eV) = 11.84 / 6.81
- E_LUMO (spin up / spin down) (Ha) = -0.103 / -0.282
- energy above the lowest of the compared OMol25 structures with the same formula, charge and spin (kcal per mole) = 33.1
- <S²> = 0.76

```
! RIJCOSX wB97M-V def2-TZVPD def2/J DEFGRID3
* xyz 1 2
C -0.86 -1.90 0.66
C -0.34 -0.41 0.89
C 1.18 -0.51 1.01
C 1.72 0.92 1.26
O 1.48 1.67 0.08
N -0.95 0.38 -0.17
C -0.59 0.30 -1.55
N -1.71 -0.46 -2.22
H -1.90 -1.90 0.96
H -0.61 -2.08 -0.38
H -0.43 -2.57 1.38
H -0.74 0.03 1.82
H 1.47 -1.07 1.88
H 1.71 -1.02 0.18
H 2.77 0.85 1.52
H 1.12 1.39 2.05
H 1.86 2.55 0.11
H -0.98 1.36 0.13
H -0.52 1.27 -2.05
H 0.30 -0.31 -1.72
H -1.81 -1.36 -1.75
H -2.57 0.01 -1.93
*
```

The molecule's Löwdin atomic charges, reported in e, are given here: 0.00 -0.32 -0.11 -0.22 -0.06 0.14 -0.21 0.13 0.09 0.07 0.09 0.16 0.12 0.14 0.13 0.13 0.11 0.17 0.14 0.14 0.07 0.10

Molecular formula: C7H12N4O3RbS
Method: DFT, ωB97M-V/def2-TZVPD

## Properties
- HOMO level (Eh) = -0.4248
- orbital gap (eV) = 8.73
- E_LUMO (Ha) = -0.104

```
! RIJCOSX wB97M-V def2-TZVPD def2/J DEFGRID3
* xyz 1 1
Rb 1.12 -0.74 0.53
O -0.76 -0.49 -1.05
C -1.52 0.44 -1.29
O 0.27 1.47 1.01
C -0.56 2.10 0.40
O -0.77 3.38 0.73
N -1.41 1.73 -0.69
C -1.73 3.95 -0.17
C -2.33 2.83 -0.98
H -1.17 4.65 -0.78
H -2.44 4.45 0.48
H -2.33 3.03 -2.05
H -3.34 2.57 -0.64
C -2.60 0.20 -2.24
C -3.19 -1.01 -2.26
H -2.79 1.01 -2.95
H -2.94 -1.80 -1.54
H -3.98 -1.16 -2.98
N 1.42 -2.90 1.81
N 2.78 -2.74 2.10
C 3.72 -2.35 1.14
N 4.99 -2.37 1.60
S 3.44 -1.94 -0.45
H 1.24 -3.59 1.08
H 0.82 -3.05 2.63
H 3.01 -2.90 3.08
H 5.72 -2.11 0.95
H 5.30 -2.65 2.52
*
```

The molecule's Löwdin atomic charges, reported in e, are given here: 1.21 -0.12 -0.39 -0.09 -0.47 0.08 0.09 -0.10 -0.09 0.14 0.14 0.13 0.14 -0.07 0.10 0.11 0.09 0.08 -0.17 -0.10 -0.91 0.08 0.53 0.10 0.11 0.15 0.10 0.11

Molecular formula: C7H10F3NO
Method: DFT, ωB97M-V/def2-TZVPD

## Properties
- HOMO level (Eh) = -0.3480
- orbital gap (eV) = 10.05
- SMILES string = C=C(C)C(=O)[C@@](C)(N)C(F)(F)F
- E_LUMO (Ha) = 0.021
- energy above the lowest of the compared OMol25 structures with the same formula, charge and spin (kcal per mole) = 39.7

```
! RIJCOSX wB97M-V def2-TZVPD def2/J DEFGRID3
* xyz 0 1
C -2.02 -1.07 -0.32
C -0.64 -1.32 -0.28
C -0.07 -2.40 -1.18
C 0.24 -0.63 0.69
O 0.68 -1.21 1.67
C 0.49 0.96 0.54
C -0.64 1.80 1.06
N 1.66 1.28 1.30
C 0.84 1.19 -0.91
F -0.28 1.04 -1.64
F 1.79 0.43 -1.42
F 1.26 2.41 -0.98
H -2.79 -1.67 -0.92
H -2.50 -0.39 0.22
H 0.70 -2.17 -1.94
H -0.83 -3.06 -1.71
H 0.40 -3.06 -0.53
H -0.07 2.76 1.33
H -1.13 1.26 2.00
H -1.32 2.07 0.22
H 1.81 0.62 2.04
H 2.45 1.18 0.78
*
```

The molecule's Löwdin atomic charges, reported in e, are given here: 0.10 -0.25 -0.05 -0.27 0.12 -0.43 -0.01 0.11 -0.67 0.14 0.19 0.21 0.10 0.00 0.09 0.11 0.04 0.12 0.14 0.09 0.08 0.05

Molecular formula: C2H5P
Method: DFT, ωB97M-V/def2-TZVPD

## Properties
- HOMO level (Eh) = -0.2973
- orbital gap (eV) = 7.74
- SMILES string = C=CP
- E_LUMO (Ha) = -0.013
- energy above the lowest of the compared OMol25 structures with the same formula, charge and spin (kcal per mole) = 57.6

```
! RIJCOSX wB97M-V def2-TZVPD def2/J DEFGRID3
* xyz 0 1
C -0.25 0.40 1.06
C 0.55 0.59 -0.03
P 0.31 -0.60 -1.41
H 0.11 0.06 2.03
H -1.31 0.56 0.93
H 1.27 1.38 -0.16
H 0.40 -1.86 -0.76
H -1.08 -0.51 -1.66
*
```

The molecule's Löwdin atomic charges, reported in e, are given here: -0.09 -0.53 0.73 0.05 0.05 0.03 -0.13 -0.12

| no. | maximum force (eV/Å) | molecular weight (g/mol) |
| --- | --- | --- |
| 1 | 1.89 | 827.35 |
| 2 | 5.22 | 102.09 |
| 3 | 3.12 | 118.18 |
| 4 | 1.93 | 317.73 |
| 5 | 5.52 | 181.16 |
| 6 | 1.89 | 60.04 |